[1]
Formula: C10H9ClN2O2S
Source: the OMol25 dataset
Level of theory: ωB97M-V with the def2-TZVPD basis set

Its charge is 0. For the HOMO-LUMO gap, the calculation gives 8.70 eV. The spin multiplicity is 1. The maximum force is 1.1 eV/A. For the HOMO energy, the calculation gives -8.257 eV.

Each line ends with the Löwdin charge.
Geometry (Å):
Cl1 1.82682 0.08696 4.10574  0.584
S1 -0.15435 1.10696 1.73806  1.077
O1 4.39059 1.57774 2.14255  0.089
O2 -0.14952 -1.32380 -2.52036  -0.063
N1 0.97088 -0.02125 -0.30555  0.132
N2 2.55339 0.87475 1.09477  0.114
C1 -2.55469 0.32057 0.49192  -0.106
C2 2.39133 1.64605 3.44167  -0.496
C3 -3.13202 -0.31622 -0.58655  -0.087
C4 -0.71177 -1.98295 -3.62963  -0.082
C5 1.24835 0.59770 0.78163  -0.568
C6 3.19970 1.37939 2.19032  -0.549
C7 -1.17195 0.38560 0.52579  -0.458
C8 -2.36485 -0.87434 -1.60570  -0.024
C9 -0.37030 -0.16995 -0.48919  -0.235
C10 -0.97885 -0.81567 -1.58215  -0.219
H1 -2.87315 -1.35948 -2.42334  0.101
H2 -4.20722 -0.38710 -0.64729  0.105
H3 0.13256 -2.30514 -4.23654  0.094
H4 1.51819 2.27007 3.25398  0.036
H5 3.04147 2.10579 4.18549  0.087
H6 -1.29362 -2.85873 -3.32487  0.097
H7 3.18412 0.62324 0.33711  0.168
H8 -1.34538 -1.31151 -4.21809  0.097
H9 -3.14973 0.75130 1.28021  0.104

[2]
Formula: C5H4F3NS
Source: the OMol25 dataset
Level of theory: ωB97M-V with the def2-TZVPD basis set

The relative energy (zero: lowest compared OMol25 entry of this formula, charge and spin) is 106.7 kcal per mole. Its charge is 0. For the HOMO-LUMO gap (spin up / spin down), the calculation gives 7.38 / 7.37 eV. The spin multiplicity is 1. The maximum force is 3.0 eV/A. For the HOMO energy (spin up / spin down), the calculation gives -7.983 / -7.982 eV.

Each line ends with the Löwdin charge.
Geometry (Å):
S1 -0.56626 0.33521 -1.45856  1.000
F1 -1.46040 3.02696 0.06912  0.083
F2 -0.28607 2.47202 1.74501  0.122
F3 0.62417 2.71319 -0.18567  0.030
N1 1.00213 -1.27030 0.60617  -0.070
C1 0.82620 -1.67223 -0.61086  -0.225
C2 -0.48009 2.16819 0.47701  -0.750
C3 -0.49093 -1.49250 -1.26785  -0.403
C4 -0.76279 0.71947 0.20751  -0.260
C5 0.91164 -0.62539 1.61925  0.129
H1 0.75564 -0.64118 2.74836  0.116
H2 -0.53941 -1.88314 -2.22458  0.051
H3 -1.27173 -1.77973 -0.65483  0.057
H4 1.73792 -2.07057 -1.07008  0.120

[3]
Formula: C25H36BrF7O15
Source: the OMol25 dataset
Level of theory: ωB97M-V with the def2-TZVPD basis set

Its charge is 0. For the HOMO-LUMO gap, the calculation gives 9.43 eV. The spin multiplicity is 1. The maximum force is 5.2 eV/A. For the HOMO energy, the calculation gives -10.485 eV.

Each line ends with the Löwdin charge.
Geometry (Å):
Br1 2.09593 1.59947 2.61501  0.808
F1 -3.15313 0.14236 5.70203  0.058
F2 -3.71894 2.42823 2.05849  0.103
F3 -3.71919 4.27393 3.40232  0.075
F4 -0.16235 6.46756 6.14188  -0.065
F5 -3.94873 2.91870 5.66772  0.078
F6 -2.80464 0.13682 3.46970  0.070
F7 -5.35020 1.35758 4.79468  0.094
O1 -6.35149 2.30830 2.21632  0.098
O2 -0.29574 -3.68066 -3.08385  0.003
O3 -1.33319 4.32714 1.30144  0.110
O4 -0.01182 -0.07250 2.76229  -0.179
O5 -0.64553 2.04939 1.64114  0.018
O6 -6.58700 4.21098 3.53459  0.093
O7 2.19317 0.21844 -3.64166  -0.006
O8 3.20970 -2.86106 -9.13960  0.126
O9 2.69402 -1.09875 -1.85332  0.121
O10 3.74943 -1.28479 -3.85847  -0.034
O11 2.02385 -4.76643 -8.78117  -0.003
O12 -2.37544 -3.16884 -3.84378  0.125
O13 2.18844 -3.32337 -7.16264  -0.005
O14 -1.99001 -3.96881 -1.75151  -0.005
O15 -1.24608 1.87038 6.19997  0.115
C1 -4.11001 2.03115 4.54557  -0.180
C2 -0.23429 3.69612 3.48160  -0.144
C3 -0.81229 3.44631 2.00788  -0.299
C4 -5.83490 3.15742 2.98463  -0.301
C5 2.86124 -0.75603 -2.99939  -0.602
C6 0.07718 1.33703 2.66587  -0.670
C7 -3.39275 -3.89953 -1.50010  -0.047
C8 1.77389 -1.84297 4.64046  -0.130
C9 4.53748 -2.34139 -3.31122  -0.037
C10 2.54267 -3.57652 -8.43388  -0.597
C11 -0.85178 4.84400 4.41016  -0.083
C12 1.38562 -1.94248 1.96833  -0.152
C13 0.34937 -0.76262 1.53388  -0.191
C14 0.96345 6.73910 3.91666  -0.051
C15 -0.30166 2.16092 3.98302  -0.143
C16 0.35959 5.73077 5.01015  -0.318
C17 1.20751 0.87270 -2.84596  -0.040
C18 0.97825 -2.54504 3.42812  -0.237
C19 -4.23876 2.95613 3.25505  -0.204
C20 2.67416 -2.08039 -6.65497  -0.035
C21 0.23087 -3.28337 -4.34896  -0.044
C22 -1.63037 -3.56540 -2.98189  -0.599
C23 -1.45430 1.69385 4.96660  -0.134
C24 -2.86555 1.02798 4.59669  -0.182
C25 2.32243 -5.16693 -10.11735  -0.047
H1 1.31267 -3.41794 -4.31739  0.083
H2 0.74862 -0.10186 0.69779  0.114
H3 1.85491 -6.13748 -10.28649  0.093
H4 1.28279 -2.79628 1.21221  0.114
H5 1.26503 -3.64991 3.44638  0.103
H6 -0.59008 -1.28468 1.14562  0.137
H7 -3.93982 -4.55031 -2.18563  0.099
H8 1.68812 -0.70466 4.64885  0.045
H9 5.21535 -2.68989 -4.09129  0.096
H10 0.44172 0.16364 -2.52299  0.096
H11 2.27473 -1.24487 -7.23421  0.109
H12 -0.14622 -2.48106 3.62405  0.108
H13 1.29848 -2.20653 5.62637  0.078
H14 1.17665 4.99393 5.31125  0.147
H15 1.84909 7.27071 4.40141  0.085
H16 2.43965 -1.49987 2.02592  0.101
H17 3.40049 -5.27367 -10.25600  0.098
H18 0.01952 -2.22833 -4.54028  0.101
H19 2.32995 -1.98111 -5.62733  0.054
H20 1.66930 1.36174 -1.98531  0.098
H21 0.73150 1.63629 -3.46173  0.097
H22 0.18160 7.53191 3.63555  0.098
H23 -1.39564 4.40795 5.33093  0.126
H24 0.65053 2.05740 4.63125  0.126
H25 1.90923 -4.45452 -10.83468  0.099
H26 -1.53050 5.57832 3.85072  0.130
H27 0.83663 4.07988 3.30492  0.120
H28 5.13418 -1.98142 -2.47038  0.100
H29 1.37480 6.17959 2.99681  0.092
H30 -3.56614 -4.24773 -0.48132  0.093
H31 3.90347 -3.17690 -3.00568  0.099
H32 -0.17095 -3.90955 -5.14823  0.107
H33 2.85621 -2.19699 4.65184  0.076
H34 -7.52203 3.87352 3.54885  0.148
H35 3.76613 -2.06445 -6.65568  0.104
H36 -3.74804 -2.86971 -1.57857  0.099

[4]
Formula: C2H6NO
Source: the OMol25 dataset
Level of theory: ωB97M-V with the def2-TZVPD basis set

The relative energy (zero: lowest compared OMol25 entry of this formula, charge and spin) is 3.2 kcal per mole. Its charge is +1. For the HOMO-LUMO gap, the calculation gives 11.39 eV. The spin multiplicity is 1. The maximum force is 1.6 eV/A. For the HOMO energy, the calculation gives -15.495 eV.

Each line ends with the Löwdin charge.
Geometry (Å):
O1 1.60771 0.83180 0.45546  0.094
N1 -0.00271 -0.51972 -0.96218  0.187
C1 0.53502 0.83788 0.98404  -0.168
C2 -0.51235 -0.15522 0.37822  -0.082
H1 0.94818 -0.88392 -0.92841  0.172
H2 -1.49053 0.31065 0.24548  0.140
H3 -0.63660 -1.19853 -1.39626  0.185
H4 0.00553 0.28310 -1.59856  0.185
H5 0.24561 1.50696 1.80039  0.143
H6 -0.69987 -1.01299 1.02182  0.143

[5]
Formula: C5H8O
Source: the OMol25 dataset
Level of theory: ωB97M-V with the def2-TZVPD basis set

The relative energy (zero: lowest compared OMol25 entry of this formula, charge and spin) is 17.9 kcal per mole. Its charge is 0. For the HOMO-LUMO gap, the calculation gives 9.34 eV. The spin multiplicity is 1. The maximum force is 0.3 eV/A. For the HOMO energy, the calculation gives -8.199 eV.

Each line ends with the Löwdin charge.
Geometry (Å):
O1 0.03512 1.09537 0.62605  -0.049
C1 0.54494 0.25687 -0.33095  -0.372
C2 1.73686 0.71693 -1.10077  -0.018
C3 -1.32103 -0.87882 0.44003  -0.157
C4 -0.13223 -0.87770 -0.47987  -0.059
C5 -1.02563 0.37400 1.29071  -0.150
H1 -2.26516 -0.79808 -0.11585  0.107
H2 -0.67101 0.10075 2.29143  0.119
H3 0.11417 -1.65876 -1.18639  0.106
H4 -1.88399 1.04366 1.39834  0.118
H5 2.63463 0.80345 -0.47927  0.085
H6 1.55366 1.68961 -1.56802  0.085
H7 1.93223 -0.01461 -1.88997  0.081
H8 -1.37618 -1.78184 1.05637  0.105

[6]
Formula: C2H6ClN
Source: the OMol25 dataset
Level of theory: ωB97M-V with the def2-TZVPD basis set

The relative energy (zero: lowest compared OMol25 entry of this formula, charge and spin) is 85.6 kcal per mole. Its charge is 0. For the HOMO-LUMO gap, the calculation gives 9.74 eV. The spin multiplicity is 1. The maximum force is 4.9 eV/A. For the HOMO energy, the calculation gives -8.930 eV.

Each line ends with the Löwdin charge.
Geometry (Å):
Cl1 0.61824 -1.52426 1.42855  0.459
N1 -0.44427 -0.71196 0.29966  -0.565
C1 -0.22005 1.12156 0.90232  0.016
C2 0.00994 -0.79018 -1.13426  -0.214
H1 1.01851 -0.41157 -1.22867  0.055
H2 0.82375 1.32228 1.40815  0.076
H3 -0.97944 1.20909 1.65718  0.035
H4 -0.14203 1.47201 -0.07701  -0.003
H5 -0.12531 -1.72782 -1.67789  0.074
H6 -0.55934 0.04086 -1.57803  0.067